[1]
321
Properties=species:S:1:pos:R:3 method="wB97M-V/def2-TZVPD" e_lumo_ev=-11.9775 gap_ha=0.1762 homo_energy_ev=-16.8 total_charge=+8
S -2.8505 2.4580 9.2063
S -1.1157 -6.6035 -5.7463
S 6.0959 4.5152 6.0533
S 3.8677 0.5552 -2.5703
S 4.6829 -1.0650 -4.8448
S -2.8949 3.3958 -4.1670
S -0.2831 -5.8801 -8.3466
S 3.8125 -5.2795 3.4869
S -7.2679 -2.2443 0.8188
S 5.9273 -5.3173 1.6814
S -2.9994 -0.0813 7.9275
S -0.5097 3.7980 -2.7363
S -5.7109 -4.6417 0.8440
S 4.6256 3.1482 4.0310
F 3.1386 -6.6714 3.7497
F 2.3444 0.5741 -3.0186
F 7.3694 -6.0085 2.0301
F -2.7226 -1.1741 9.1805
F 0.1876 2.3439 -3.1650
F -2.3402 -7.2126 -6.5688
F 3.2829 2.5250 4.5868
F -0.7394 -7.2430 -8.9819
F -6.0434 -4.8166 -0.6696
F -6.5050 -1.1966 -0.2410
F -1.5528 1.8759 9.9781
F -3.7375 4.7062 -4.1389
F 4.4808 -0.1691 -6.2283
F 4.6742 4.8955 6.7356
O 5.0516 2.1816 3.0359
O 3.8865 -4.8260 4.8358
O 4.2089 4.4634 3.4850
O 0.1459 4.5625 -3.7349
O 6.0295 -3.9023 1.6534
O -8.4794 -2.7021 0.1511
O 3.9903 -0.4087 -1.5366
O 3.5331 -1.8982 -4.6973
O 0.9615 -5.6411 -8.9427
O -7.5172 -1.3661 1.9188
O -1.6472 -5.4075 -5.0627
O 6.9543 3.9879 7.0152
O -0.2546 3.9359 -1.3055
O -0.7430 -7.6074 -4.7921
O -3.8417 2.2538 -4.0601
O -2.1263 3.3658 -5.3879
O 4.3072 1.8845 -2.2008
O -4.3061 -4.8387 0.9831
O 6.4076 5.7787 5.4317
O 6.0043 -1.6160 -4.7975
O 5.6595 -6.0094 0.4815
O -3.6324 3.0650 10.2193
O -1.7634 0.0042 7.1782
O 2.8582 -4.6367 2.5949
O -6.5820 -5.5954 1.4571
O 7.3238 -0.2432 9.0544
O -1.3803 -5.0339 -8.5197
O 0.3738 -0.0176 1.1561
O -2.3020 3.3063 8.1714
O -4.0804 -0.7027 7.2940
N -2.5436 0.0530 -0.0150
N 0.2619 -7.8251 -17.6329
N 5.7647 3.2199 5.0961
N 6.1327 -10.4483 1.2283
N -6.1087 -3.1816 1.2517
N -2.0386 3.7034 -2.8747
N -3.5135 9.8684 17.8244
N 5.1843 -5.8556 2.9417
N 6.4600 -0.8791 6.2483
N -13.2266 7.7278 -9.7059
N -9.6519 -2.8561 3.5293
N -0.0622 -6.3937 -6.8621
N -7.6007 4.5101 -7.2295
N -11.1336 -7.9102 -1.0603
N 5.5452 9.4636 3.3954
N 4.6036 0.1958 -3.8422
N 1.6743 -3.8859 -12.0529
N 3.3687 5.3754 -1.8678
N 0.6433 -6.8954 -1.4791
N -2.3400 4.7355 13.2962
N 8.5658 0.8902 -2.8090
N -3.4779 1.1621 8.7590
C 7.2694 -11.1231 1.8471
C 1.6119 -0.7032 1.5003
C 10.1078 0.5187 -0.9363
C 4.3977 -10.2772 -0.3647
C -2.4416 -1.6069 -1.8653
C 4.5395 -8.6850 1.3142
C 7.3508 4.5522 -3.4485
C -13.1155 6.4188 -9.8031
C -2.7736 0.1182 1.4786
C -2.5552 -1.4015 -0.3637
C 6.4672 -2.7936 7.8645
C 5.0575 7.2598 2.5858
C -3.2543 5.6872 13.0492
C 3.8542 -9.1438 0.2215
C -12.0820 -7.3799 -0.2980
C -10.5351 -5.8870 0.7426
C -10.0103 4.6103 -7.3496
C 2.6290 -6.9469 -0.1742
C 10.0193 0.4109 -2.4424
C -9.9069 5.7760 -8.0636
C -0.1694 -8.7739 -18.6631
C 0.9282 -5.9711 -12.9734
C 8.5608 2.4131 -3.0253
C -6.3749 3.7991 -6.8295
C 4.5594 9.2343 1.2882
C -12.1226 5.7445 -9.1463
C -0.2151 -5.8994 -16.3221
C 7.1863 3.0591 -3.0804
C -9.0688 -4.8239 2.4369
C 1.6649 -7.2903 -15.7542
C -12.3010 8.4636 -9.0262
C 1.3393 -8.0530 -16.9086
C -8.8489 4.0080 -7.0371
C 4.2495 7.3177 -1.0232
C 7.2380 -0.2715 5.0736
C -14.3392 8.3873 -10.3124
C -3.4317 9.1341 15.5862
C 1.8709 -3.3665 -13.2384
C 8.0957 0.2423 -4.0571
C -2.6284 6.8321 15.1036
C -11.1332 6.5039 -8.4868
C 0.7675 -8.1939 -1.7861
C -3.7942 10.0770 16.5331
C -11.1433 -3.8188 1.9802
C 3.6543 5.6783 0.4760
C -11.8260 -6.3370 0.5865
C -2.2799 3.5249 12.4203
C -8.7473 -3.8150 3.2913
C 1.1655 -5.3985 -14.2488
C -9.8550 -7.4068 -0.9611
C 7.3241 -2.0026 6.8453
C -10.2314 -4.8274 1.7857
C 5.6153 -9.3513 1.8182
C -0.5288 -6.7275 -17.3849
C -1.6279 5.8447 15.2967
C 2.7527 -8.3289 -0.4108
C -7.5185 5.7496 -7.7508
C -11.4159 -8.9903 -1.9965
C -10.8236 -2.8321 2.8940
C -2.5191 7.8066 17.4142
C -9.4295 -1.9633 4.7012
C -0.4883 -6.1327 -1.9961
C 7.8023 0.4181 -1.6478
C 2.0954 -3.1337 -10.8422
C 6.0424 0.2403 7.2467
C 8.6606 0.6267 -0.4426
C -9.5182 -6.4438 -0.0191
C 4.2012 6.9343 0.2873
C -2.8236 8.7952 18.2734
C 3.1057 4.3958 -2.9413
C 5.0475 10.0497 2.2997
C 1.5257 -6.3041 -0.6610
C 8.3746 -0.1420 10.0351
C 4.3097 -0.5808 4.8552
C 5.4541 -10.9481 0.2376
C -1.4974 4.8799 14.3095
C 4.5936 7.8565 1.4189
C -2.8663 7.9054 16.0665
C 1.1976 -5.1385 -11.8987
C 5.5151 8.1337 3.5933
C 1.7926 -8.9443 -1.2471
C 7.0613 0.8111 8.1862
C -11.1688 7.9065 -8.4862
C 8.0963 5.4882 -2.4777
C 0.8669 -6.2027 -15.4991
C -3.7175 0.8496 -0.7375
C -1.2653 0.8305 -0.3427
C -3.3969 6.7422 13.9660
C 3.9101 6.5726 -2.0818
C 3.2701 4.8857 -0.6133
C -4.0013 10.8864 18.7512
C 5.1921 -1.5151 5.6777
C 6.4017 10.2405 4.3896
C -8.6574 6.3439 -8.2945
C 0.0166 0.0354 -0.1522
C 1.6295 -4.1186 -14.4155
C -3.9852 2.2303 -0.1598
H 10.6336 1.4265 -0.5667
H 5.8339 1.0846 6.5598
H -14.1497 8.7775 -11.3142
H 0.0635 -1.0017 -0.6586
H 1.7841 -2.1104 -10.9452
H 7.7128 -2.5205 6.0010
H -2.4516 -2.6855 -1.9196
H 4.9928 6.2346 2.7732
H 0.4846 -9.6271 -18.7593
H -8.5129 -5.9924 0.0964
H 7.3338 9.6883 4.5869
H -2.0462 6.8970 17.8503
H 5.5251 -2.3638 5.0452
H -11.5613 -2.1108 3.2637
H 5.1365 11.0980 2.2766
H 7.9890 -0.8074 -3.9912
H -9.0556 -7.7436 -1.6123
H 3.8919 0.2262 5.4628
H 8.2404 5.1580 -1.4791
H -3.5041 -1.7557 0.0217
H 7.7478 -0.6053 -1.8063
H -1.2244 -9.0003 -18.4764
H 9.0811 5.6503 -2.9338
H -0.7917 5.7849 16.0020
H 8.4251 0.9352 10.5273
H 8.5375 1.6712 -0.1149
H 5.8817 7.8010 4.5438
H -8.6394 7.2261 -8.8949
H 7.8055 4.6200 -4.4262
H -3.6240 9.1994 14.5780
H 4.7147 8.2553 -1.2268
H -1.4899 2.9727 12.9222
H 3.9736 3.7503 -3.0929
H 8.0046 1.0221 7.5937
H -1.1158 1.7266 0.2441
H -10.3709 8.6115 -8.2314
H 9.3548 -0.3123 9.5333
H 7.8815 0.4659 5.5320
H 8.4206 -0.1109 0.3201
H 6.5046 3.0268 -2.2102
H 1.4535 -1.7661 1.4195
H 8.8738 0.4224 -4.8152
H 5.8666 -3.5274 7.3502
H -1.4482 -6.6948 -17.9567
H -15.1972 7.7726 -10.2025
H 1.6869 -3.7428 -15.4857
H -10.9043 4.0455 -7.0563
H -13.8086 5.8708 -10.3831
H 4.1293 9.8336 0.4655
H -3.0328 2.8150 -0.0418
H 7.1776 -3.4195 8.4306
H -2.5450 8.8036 19.2988
H -6.6091 3.1618 -5.9231
H 2.4867 -7.6141 -15.1336
H -6.5645 6.1772 -7.8358
H -14.6643 9.2069 -9.6171
H -12.1402 -3.7747 1.4364
H -1.2893 -6.8044 -2.3386
H 5.8012 -11.8067 -0.2227
H 4.2707 -7.8939 2.0063
H 3.4791 -1.1656 4.5124
H -1.8772 0.1519 1.9970
H -5.9061 3.2930 -7.6325
H -10.9495 -9.9214 -1.7394
H -3.7873 10.5802 19.7936
H 7.8465 -0.8919 4.4417
H 3.4814 5.3022 1.4713
H -12.7408 -5.8525 1.1012
H 2.3222 3.8044 -2.5040
H -10.1505 -1.1723 4.7825
H 0.8295 0.4787 -0.7887
H -3.4267 11.8291 18.5758
H 4.6575 -1.9976 6.5070
H -8.3842 -5.6485 2.3365
H 7.5564 6.4023 -2.2978
H 1.1545 -5.4411 -10.8231
H 2.7242 4.8573 -3.8429
H -11.2253 -8.7244 -3.0385
H -1.5177 -1.2401 -2.2098
H -1.8841 -1.9349 0.3389
H 9.1900 2.7987 -2.2557
H -0.2589 -5.4803 -2.7594
H 3.9469 -10.7209 -1.2449
H 5.1138 -0.2262 7.7382
H -3.5190 0.8404 -1.8202
H 6.0506 -8.9738 2.7190
H -4.4079 10.9553 16.3700
H 1.9873 -8.8528 -17.2753
H 8.1990 -0.9527 10.7308
H -12.0098 4.6735 -9.2465
H 7.1323 0.6552 -4.2104
H -8.8502 3.1836 -6.3496
H -8.3683 -1.5899 4.6544
H -5.0761 10.9197 18.6286
H -12.5349 9.5511 -9.1347
H -3.2644 -0.8202 1.7090
H 6.4941 0.3068 4.5095
H 10.7467 0.8870 -3.0472
H 6.5063 2.5721 -3.7734
H 1.2599 -5.2853 -0.4602
H 6.5986 11.1927 3.8772
H 3.1862 -3.1962 -10.8887
H -3.8635 5.6050 12.1297
H 9.9840 -0.6838 -2.7262
H 6.9515 -11.4603 2.8881
H -12.5261 -9.1174 -2.0165
H 1.8383 -0.4199 2.5826
H -7.7810 -3.7587 3.7906
H -9.4411 -2.6016 5.6497
H -5.5864 4.4443 -6.4342
H 2.3033 -2.3638 -13.3473
H 10.6454 -0.3921 -0.5208
H 5.8732 10.3952 5.3692
H 7.5151 -12.0177 1.2721
H 1.8548 -10.0144 -1.4189
H -3.2628 -1.1900 -2.4540
H -3.4271 0.9654 1.6836
H 6.6219 1.6431 8.7408
H 8.0987 -10.4523 1.8990
H -2.0037 3.7248 11.3839
H -4.3799 2.1539 0.8331
H -13.0396 -7.7421 -0.5793
H 6.3347 4.9279 -3.6330
H -4.2723 7.4088 13.7637
H 2.8519 3.8813 -0.4989
H -4.5736 0.2462 -0.5509
H 5.8979 -2.1339 8.5314
H 2.3978 -0.4497 0.7637
H -4.6247 2.8085 -0.8165
H -1.2743 1.0450 -1.4351
H -0.8420 -4.9969 -16.0814
H 4.8223 -0.0840 3.9845
H -0.1137 -8.2515 -19.6730
H 6.7878 0.8524 -1.5259
H -3.2044 3.0126 12.4839
H 0.0597 -8.7383 -2.3496
H 3.3225 -6.2801 0.3372
H 0.6366 -7.0549 -12.7972
H 9.0271 2.6103 -4.0015
H 1.8268 -3.6643 -9.9399
H 8.1083 -1.4949 7.3675
H -0.9154 -5.6371 -1.0953
H -0.6863 4.1224 14.3192
H 4.0048 6.8464 -3.1447

[2]
76
Properties=species:S:1:pos:R:3 method="wB97M-V/def2-TZVPD" e_lumo_ev="3.4735 / 2.6508" spin_multiplicity=2 gap_ha="0.1775 / 0.1459" homo_energy_ev="-1.4 / -1.3" total_charge=-2
Hg -1.6386 -2.1103 0.5165
Sb -2.2637 -1.4497 -4.3086
Se -1.2580 0.7768 -4.7896
Se 1.0191 -2.3792 1.3205
Se -0.7086 -3.0972 -5.2956
Se -4.4909 -1.6267 -5.2903
Se -4.2776 -2.0755 0.5639
Se -2.7013 -1.7805 -1.7649
Cl 4.4938 3.8654 -2.8151
Cl 6.9614 1.1431 1.0888
Cl 4.9149 -2.4747 -4.1577
S 3.2866 -4.4709 -2.7036
O 3.0242 -0.0302 -4.2033
N -3.4932 2.1574 2.5445
N 0.1041 0.2103 -0.2002
N -2.6144 0.8635 0.6019
N 1.1902 1.3677 -1.7423
C 4.0415 1.2035 -2.3848
C 0.2567 0.4118 -1.4870
C -0.0418 -3.4452 2.5543
C -4.8238 1.8295 3.0497
C 1.6292 -4.1978 -2.3445
C 2.7816 -3.2422 1.3794
C -4.9773 2.3735 4.4630
C 3.0264 1.2081 -3.5178
C -4.6932 -2.1070 2.5435
C 4.7369 2.3402 -1.9940
C 1.6867 1.8099 -3.0406
C -4.6833 3.8721 4.4954
C -3.0385 1.4506 1.4998
C 1.6483 1.7998 -0.5170
C 5.6316 2.3394 -0.9339
C 4.2923 0.0358 -1.6699
C 3.4029 -2.9287 -3.4574
C -3.1555 3.5814 2.5427
C -1.3352 -2.6076 2.6559
C 5.1924 -0.0062 -0.6208
C -3.2783 4.1327 3.9551
C 0.9745 1.0724 0.4159
C 2.2295 -2.2366 -3.4543
C 5.8490 1.1562 -0.2572
C 1.9332 -0.9533 -4.1814
C 1.2070 -2.9944 -2.7984
H 3.3894 1.9156 -4.2706
H -4.0514 -1.4230 3.1010
H 3.7524 -0.8571 -1.9501
H -2.5398 3.6425 4.5949
H 1.0052 -0.5054 -3.8376
H -5.6002 2.2553 2.3974
H 3.3531 -2.8733 0.5313
H -4.9409 0.7472 3.0361
H 0.1965 -2.6394 -2.6452
H -0.3478 -0.0485 -2.2543
H 2.6762 -4.3225 1.3035
H 0.9028 1.6538 -3.7887
H -4.2802 1.8508 5.1235
H 0.5229 -3.5978 3.4807
H -5.7275 -1.7764 2.6562
H 1.0450 -4.9674 -1.8667
H -3.8298 4.1316 1.8702
H 1.0627 1.1127 1.4901
H 5.3860 -0.9299 -0.0929
H 1.8636 2.8825 -2.9465
H 1.7182 -1.2233 -5.2181
H -5.9908 2.1687 4.8150
H 3.2711 -2.9739 2.3139
H -2.1417 3.6818 2.1587
H -4.7796 4.2567 5.5133
H -1.0869 -1.6772 3.1699
H 2.3827 2.5810 -0.4181
H -4.5945 -3.1040 2.9703
H -0.2414 -4.4273 2.1235
H -5.4130 4.3964 3.8689
H 6.1413 3.2466 -0.6437
H -3.0579 5.2025 3.9434
H -2.0863 -3.1660 3.2099

[3]
18
Properties=species:S:1:pos:R:3 method="wB97M-V/def2-TZVPD" e_lumo_ev=0.7868 gap_ha=0.3520 homo_energy_ev=-8.8
S 2.2998 -0.3032 0.1250
O 0.0234 -1.1814 -0.4993
O -0.0847 0.3088 1.2139
C -1.9426 -0.4185 -0.1283
C 0.8936 0.9817 0.3882
C 0.4224 1.8930 -0.5220
C 1.2622 -1.7299 -0.0538
C -0.6487 -0.7353 0.6027
H -0.6084 -1.4256 1.4749
H -2.8932 -0.2159 0.5594
H 1.1423 2.9372 -0.5593
H 1.4010 1.7379 1.1291
H 1.1176 -2.2928 0.8304
H -1.6413 0.5990 -0.7229
H 1.4663 -2.4863 -0.9728
H -0.5998 2.1818 -0.0121
H 0.3097 1.4970 -1.7303
H -1.9194 -1.3474 -1.1229

[4]
14
Properties=species:S:1:pos:R:3 method="wB97M-V/def2-TZVPD" e_lumo_ev="3.8195 / 4.0177" gap_ha="0.2365 / 0.2996" homo_energy_ev="-2.6 / -4.1" total_charge=-1
O 0.9238 -1.9604 0.0933
O -2.3030 1.1550 -0.2784
N -1.6543 0.1959 0.2372
N 2.4857 -0.2477 -0.0317
C 1.0412 1.5376 0.1738
C 1.2014 -0.7572 0.0888
C 2.3808 1.0650 0.0447
C -2.0131 -1.1532 -0.1138
C 0.2997 0.4041 0.1653
H -2.8856 -1.4261 0.4921
H 3.2665 1.6821 -0.0300
H 0.7301 2.5633 0.2157
H -1.1828 -1.8172 0.1149
H -2.2904 -1.2411 -1.1717

[5]
18
Properties=species:S:1:pos:R:3 method="wB97M-V/def2-TZVPD" e_lumo_ev=0.6873 gap_ha=0.3125 homo_energy_ev=-7.8 smiles="C/C=C/N.NC(=O)O"
O 0.1909 0.5610 -2.2564
O 1.1745 1.7982 -0.6821
N 2.4766 0.5672 -2.1473
N -2.2497 -0.2525 -0.4584
C 0.0231 -0.6717 2.6007
C 1.2675 1.0549 -1.6151
C -0.9163 -0.9567 1.4559
C -1.2977 -0.0559 0.5630
H -2.9467 0.4783 -0.4412
H 0.6072 0.2249 2.4209
H 0.6975 -1.5118 2.7567
H 0.5291 -0.1523 -2.8163
H -2.6986 -1.1550 -0.4206
H -1.3650 -1.9465 1.4702
H 3.2373 0.6916 -1.4972
H -0.8946 0.9497 0.6056
H -0.5478 -0.5626 3.5178
H 2.7128 0.9391 -3.0562

Max |F| list, top to bottom, in eV/Å: 4.805 2.272 8.504 4.687 0.614
Molecular weight list, top to bottom, in g/mol: 2813.253 1352.113 134.200 125.107 118.136